Record 1
54
Properties=species:S:1:pos:R:3:nbo_charge:R:1 method="wB97M-V/def2-TZVPD" energy_ha=-1765.486073 smiles="[H]/N=C/CC1=C(OC#N)C(=O)C=C(CCC(=O)Nc2ccccc2)C1=O.CCOC(=O)C(F)(F)F" total_charge=0
H -4.2778 -1.5002 4.5866 0.220
C 1.4963 -3.9094 1.0789 0.520
N -2.6256 0.9232 0.8126 -0.638
O -1.6736 4.4375 -4.2340 -0.529
H -4.4037 -3.7370 3.3250 0.226
C -1.1830 3.5371 -4.8521 0.687
C -1.2472 0.9174 0.3836 0.712
H 3.8370 1.3112 2.1799 0.353
H -3.4188 0.6719 3.4284 0.219
C 0.8108 -0.3809 -0.6284 -0.422
H -2.8632 -1.7258 -0.3085 0.213
O 0.0684 3.5313 -5.3282 -0.479
F -1.1442 1.1551 -5.0616 -0.312
H 2.0111 3.7438 -3.5256 0.215
O 1.0454 -5.0219 0.9868 -0.475
C 1.0122 -1.5307 0.4086 -0.032
C 4.5040 -3.8958 2.3668 0.523
C -3.4591 -0.2886 2.8600 -0.255
H 1.3148 -3.0338 -1.1138 0.240
C 0.8474 4.7095 -5.0627 -0.080
C -3.1325 -1.6191 0.7650 -0.268
C 2.1137 -2.1274 2.7409 -0.046
H 1.6495 4.7247 -5.8016 0.198
O 3.3156 -4.2148 2.9687 -0.460
N 3.4997 0.3454 2.2529 -0.625
C -3.0425 -0.3218 1.4299 0.167
H 0.2517 5.6111 -5.2169 0.201
C 1.4379 4.6624 -3.6682 -0.638
C -3.9296 -1.5099 3.5226 -0.196
H -3.6666 -3.7921 0.8386 0.224
C -0.6765 0.0926 -0.8102 -0.499
C 2.8695 -1.4355 3.9048 -0.512
C 0.9906 -1.3300 1.9704 0.564
H 1.5337 0.4389 -0.3819 0.253
N 5.4796 -3.4987 1.9070 -0.368
H -2.6898 1.6249 1.5612 0.396
H 1.1365 -0.7990 -1.6275 0.221
H -0.6862 0.7843 -1.7071 0.248
C -3.6049 -2.8518 1.4352 -0.192
F -3.0318 2.0575 -4.5505 -0.301
O 0.1800 -0.6663 2.5603 -0.486
C -4.0263 -2.8145 2.8324 -0.243
H 3.6922 0.7271 4.2676 0.167
H 2.1667 -1.2543 4.7635 0.256
H 2.0933 5.5176 -3.4983 0.224
C 1.2559 -2.8097 -0.0192 -0.266
H 3.7104 -2.0706 4.3089 0.256
O -0.4803 1.6538 0.9801 -0.569
H 0.6544 4.6713 -2.9083 0.225
C 2.3405 -3.4014 2.3125 0.191
C 3.3875 -0.0160 3.4702 0.155
C -1.9062 2.2495 -5.2495 0.898
F -2.2561 2.2573 -6.5492 -0.308
H -1.2808 -0.7997 -1.1065 0.227

=====

Record 2
49
Properties=species:S:1:pos:R:3:nbo_charge:R:1 method="wB97M-V/def2-TZVPD" spin_multiplicity=5 e_above_lowest_kcal_mol=7.0 energy_ha=-2847.485300 total_charge=0
C 4.2825 -4.6298 -2.7465 -0.220
C -2.0532 1.8114 2.5461 -0.207
H -5.3830 1.7343 -1.3230 0.207
H 2.1566 -4.2904 -2.7123 0.235
H -3.8024 -2.0225 -2.6016 0.205
H 4.1992 -5.6322 -3.1470 0.210
H -1.7478 5.9086 2.9108 0.225
H -0.2299 5.9720 2.0098 0.219
C -0.7969 1.2377 2.5011 -0.202
H 1.0899 3.9947 2.0308 0.218
O 0.3952 -0.8955 1.4890 -1.037
H -3.1503 3.6438 2.4481 0.218
C -4.5543 1.0424 -1.4174 -0.196
H -5.7297 -0.4909 -2.3822 0.212
C 3.2369 -2.5975 -1.9885 -0.040
C -3.3070 1.4103 -0.9547 -0.251
C 5.5355 -4.0930 -2.4754 -0.206
H 4.5523 -1.0600 -1.3210 0.231
C 0.2120 -0.7052 4.0717 -0.816
C -2.3994 -0.7030 -1.6779 -0.221
C 0.3409 2.0130 2.3152 -0.247
C 0.2080 3.3836 2.1806 -0.191
H 0.9984 0.0431 4.1440 0.238
O 2.2049 -0.5797 -1.2414 -0.855
C -2.1675 3.1876 2.4231 -0.195
C 5.6380 -2.8090 -1.9609 -0.220
H -1.7551 5.7124 1.1624 0.230
H 6.6119 -2.3870 -1.7471 0.209
H 1.3204 1.5499 2.2759 0.228
O -1.0258 0.9793 -0.6292 -0.876
C -2.1939 0.5584 -1.0735 0.367
C -1.0483 3.9900 2.2319 0.012
H -1.5260 -2.5374 -2.5166 0.180
Fe 0.6344 0.1098 -0.3612 1.517
C 4.4916 -2.0634 -1.7187 -0.205
H 0.6287 -1.7108 4.0746 0.253
S -0.6519 -0.5276 2.5287 1.280
H 6.4280 -4.6751 -2.6673 0.209
C 3.1383 -3.8874 -2.5054 -0.197
C -1.1988 5.4790 2.0720 -0.633
C -4.7553 -0.2031 -2.0124 -0.279
C -3.6756 -1.0519 -2.1339 -0.145
H -2.9359 1.1918 2.6479 0.232
H -3.1416 2.3767 -0.4981 0.205
C 2.0136 -1.7895 -1.7003 0.543
N -0.1222 -1.4255 -1.5564 -0.406
N 0.8614 -2.3355 -1.9331 -0.418
H -0.5127 -0.5905 4.8770 0.240
C -1.3141 -1.6367 -1.9378 0.139

=====

Record 3
59
Properties=species:S:1:pos:R:3:nbo_charge:R:1 method="wB97M-V/def2-TZVPD" spin_multiplicity=4 energy_ha=-2898.356542 total_charge=0
I 2.6935 -0.1987 -6.0756 0.221
H 0.4381 -4.6241 2.2253 0.215
C -1.2205 4.4099 0.8354 -0.176
N -2.5543 -3.9576 1.9212 -0.388
O -2.2709 -2.0759 -4.5632 -0.963
C 0.3028 3.0018 2.0672 -0.128
C 3.2452 0.2242 1.2847 -0.177
C 3.8308 1.4485 1.5523 -0.206
C -3.9256 -3.8874 2.3616 -0.408
H -4.3798 -2.9692 2.0019 0.242
S -2.6007 -2.2884 -3.1849 2.555
O 0.4567 -1.2948 -0.4400 -0.776
C 0.7335 4.1024 2.7870 -0.234
H -2.1753 -6.0243 1.9310 0.205
H -0.0560 -3.0803 0.2153 0.461
H 3.5010 -0.6511 1.8649 0.243
C -0.6760 3.1464 1.0791 -0.186
C -1.9362 -3.1415 1.0584 0.371
C 0.1957 5.3572 2.5320 -0.196
N -0.2332 -0.0401 -3.0309 -0.321
C -1.2539 1.0019 -0.3566 -0.408
C -0.3897 -4.7946 1.5374 -0.220
O 2.1767 -2.2486 0.5392 -0.616
C 0.9745 -0.3480 -3.4960 -0.006
O -3.6788 -3.1614 -2.8628 -0.927
H -1.5822 -5.1521 3.3523 0.206
N -0.9127 0.4952 -4.0537 -0.281
H -1.2045 6.4832 1.3597 0.217
H -1.9776 4.5219 0.0709 0.220
H -0.1066 -5.5845 0.8435 0.215
C 2.2964 0.1015 0.2707 -0.080
O -1.3383 -2.5928 -2.3566 -0.981
O -2.8600 -0.8485 -2.5189 -0.946
C -1.7096 -5.0961 2.2698 -0.216
C 3.4646 2.5315 0.7718 0.017
S -2.7114 -1.7646 0.4065 -0.027
C 1.9630 1.2056 -0.5032 -0.217
C 2.5540 2.4355 -0.2624 -0.137
Re -1.2790 -0.7833 -1.3061 1.491
H 0.5425 6.2178 3.0887 0.218
O 4.8463 3.9179 1.9922 -0.376
C -0.1700 0.5353 -5.1612 0.002
H 0.7293 2.0231 2.2497 0.211
C -1.0559 2.0142 0.2980 0.101
H -4.4916 -4.7371 1.9730 0.207
H 2.2942 3.3112 -0.8372 0.247
N 4.0503 3.8535 1.0752 0.529
H 1.7081 -0.8070 -2.8548 0.243
H -1.9103 0.6197 -3.9535 0.457
C 1.0694 0.0147 -4.8383 -0.303
H -0.5638 0.9076 -6.0907 0.245
H 1.4966 3.9834 3.5459 0.219
H 4.5508 1.5747 2.3460 0.253
H 1.2226 1.1281 -1.2822 0.235
H -3.9664 -3.9008 3.4520 0.205
C -0.7838 5.5065 1.5595 -0.209
C 1.6503 -1.2447 0.0990 0.785
N -0.7086 -3.5719 0.8154 -0.563
O 3.6960 4.7951 0.3951 -0.368

=====

no.,largest force on an atom (Eh/bohr)
1,0.0657
2,0.0152
3,0.0118